# 1
Density functional theory data (ωB97M-V/def2-TZVPD) for a molecular structure, C34H31IrN4PS.

Its energy is -64681.5371 eV. The value obtained for the frontier orbital gap is 7.0 eV. The value obtained for the energy above the lowest of the compared OMol25 structures with the same formula, charge and spin is 0.0000 eV. As for the HOMO energy: -10.85 eV.

Geometry as ORCA input:
```
! wB97M-V def2-TZVPD RIJCOSX def2/J DEFGRID3
* xyz 1 1
Ir 1.0484 -0.6603 -1.2891
N -2.0956 -2.8896 -3.1722
C -1.1341 -2.3761 -2.3878
S -0.0243 -1.2481 -3.1888
N -1.1126 -2.7802 -1.1411
N -0.1105 -2.1698 -0.4236
C 0.2576 -2.6400 0.7181
C -0.3629 -3.7949 1.4028
C -1.7413 -3.8364 1.5966
C -2.3180 -4.9205 2.2371
C -1.5282 -5.9765 2.6717
C -0.1561 -5.9468 2.4686
C 0.4262 -4.8568 1.8398
C 1.4535 -1.9454 1.3024
C 1.9498 -2.2179 2.5625
C 3.0824 -1.5490 3.0096
C 3.6902 -0.6218 2.1845
C 3.1230 -0.3639 0.9468
N 2.0250 -0.9965 0.5260
H -2.0996 -2.7007 -4.1584
H -2.6769 -3.6259 -2.8082
H -2.3572 -3.0167 1.2525
H -3.3883 -4.9433 2.3922
H -1.9838 -6.8264 3.1619
H 0.4623 -6.7718 2.7954
H 1.4936 -4.8544 1.6563
H 1.4458 -2.9379 3.1893
H 3.4792 -1.7558 3.9942
H 4.5783 -0.0859 2.4866
H 3.5290 0.3763 0.2697
C -0.0752 0.3197 2.5034
C -0.7702 1.5599 2.0441
C -1.5187 2.2835 2.9703
C -2.2034 3.4320 2.6172
C -2.1522 3.8844 1.3096
C -1.4301 3.1702 0.3700
C -0.7259 2.0102 0.7226
P 0.1757 1.3139 -0.7209
C -0.9896 1.6645 -2.0683
C -0.5386 2.4134 -3.1499
C -1.3608 2.6225 -4.2472
C -2.6404 2.0916 -4.2469
C -3.0971 1.3738 -3.1500
C -2.2906 1.1487 -2.0418
C -2.8526 0.4070 -0.8575
C 1.6274 2.3971 -0.8526
C 1.7925 3.5859 -0.1416
C 3.0169 4.2354 -0.1691
C 4.0751 3.6814 -0.8807
C 3.9093 2.4960 -1.5831
C 2.6799 1.8464 -1.5870
C 2.3821 0.5824 -2.3282
H -0.0425 0.2707 3.5905
H 0.9479 0.2821 2.1356
H -0.6083 -0.5654 2.1479
H -1.5604 1.9302 3.9932
H -2.7763 3.9714 3.3599
H -2.6739 4.7851 1.0155
H -1.4085 3.5278 -0.6501
H 0.4634 2.8260 -3.1404
H -1.0014 3.1914 -5.0940
H -3.2924 2.2475 -5.0964
H -4.1073 0.9811 -3.1503
H -3.6235 -0.2931 -1.1779
H -3.3000 1.1035 -0.1438
H -2.0945 -0.1631 -0.3206
H 0.9829 4.0007 0.4426
H 3.1501 5.1581 0.3790
H 5.0379 4.1760 -0.8853
H 4.7364 2.0697 -2.1387
H 3.3044 0.0590 -2.6010
H 1.8977 0.8541 -3.2730
*
```


# 2
Density functional theory data (ωB97M-V/def2-TZVPD) for 2 unconnected molecules or ions with the total composition CH6S3.

Its energy is -33639.7244 eV. The value obtained for the frontier orbital gap is 9.4 eV. The value obtained for the energy above the lowest of the compared OMol25 structures with the same formula, charge and spin is 0.1710 eV. As for the HOMO energy: -9.06 eV.

Geometry as ORCA input:
```
! wB97M-V def2-TZVPD RIJCOSX def2/J DEFGRID3
* xyz 0 1
C 0.6930 0.9593 -0.8644
S -0.2125 -0.1501 -1.9860
H 0.5315 1.9505 -1.2853
H 0.2106 0.9378 0.1024
H 1.7523 0.7472 -0.7725
H 0.5286 -1.2608 -1.8707
S -1.9977 -0.8634 1.4871
S -0.2711 -0.1947 2.4182
H -1.5538 -0.7300 0.2216
H 0.3191 -1.3959 2.5496
*
```


# 3
Density functional theory data (ωB97M-V/def2-TZVPD) for 2 unconnected molecules or ions with the total composition C4H9NO at a distorted geometry.

Its energy is -7830.2060 eV. The value obtained for the frontier orbital gap is 11.2 eV. The value obtained for the energy above the lowest of the compared OMol25 structures with the same formula, charge and spin is 2.1139 eV. As for the HOMO energy: -10.22 eV.

Geometry as ORCA input:
```
! wB97M-V def2-TZVPD RIJCOSX def2/J DEFGRID3
* xyz 0 1
C -0.5218 0.8753 -1.6222
C 0.3809 -0.0817 -0.8674
O 0.5909 0.4169 0.4425
C 1.4466 -0.4157 1.1851
H -0.1967 1.9051 -1.4485
H -0.4728 0.6787 -2.6976
H -1.5633 0.7762 -1.3031
H 1.3548 -0.1830 -1.3737
H -0.0727 -1.0850 -0.8170
H 1.5821 0.0451 2.1679
H 2.4299 -0.5140 0.6992
H 1.0188 -1.4238 1.3128
C -1.9833 -0.3169 1.4702
N -2.7529 -0.9881 0.9308
H -1.2405 0.3107 1.9210
*
```


# 4
Density functional theory data (ωB97M-V/def2-TZVPD) for C3H9N3OS in the gas phase at a distorted geometry.

Its energy is -20607.1392 eV. The value obtained for the frontier orbital gap is 9.5 eV. The value obtained for the energy above the lowest of the compared OMol25 structures with the same formula, charge and spin is 2.9829 eV. As for the HOMO energy: -8.88 eV.

Geometry as ORCA input:
```
! wB97M-V def2-TZVPD RIJCOSX def2/J DEFGRID3
* xyz 0 1
H 2.2439 -1.7445 0.4927
N 1.2562 -1.6482 0.7865
C 0.5343 -0.6972 0.3055
N 1.0564 0.3351 -0.5990
N 2.4764 0.4277 -0.5878
C -0.9574 -0.6271 0.5985
S -1.5322 -1.5604 -0.8535
C -1.6741 0.6820 0.7571
O -1.7819 1.3958 -0.4430
H 0.6815 1.3137 -0.5157
H 2.8210 0.1301 -1.5623
H 2.9503 1.2616 -0.1077
H -1.0278 -1.2949 1.5154
H -0.5619 -0.8779 -1.5649
H -2.6578 0.7323 1.2037
H -1.1217 1.2328 1.4671
H -2.7052 0.9389 -0.8924
*
```


# 5
Density functional theory data (ωB97M-V/def2-TZVPD) for a molecular structure, C33H36ClCrIN5OS.

Its energy is -104184.1645 eV. The value obtained for the frontier orbital gap (alpha / beta) is 4.1 / 6.9 eV. The value obtained for the energy above the lowest of the compared OMol25 structures with the same formula, charge and spin is 1.3307 eV. As for the HOMO energy (alpha / beta): -2.25 / -5.14 eV.

Geometry as ORCA input:
```
! wB97M-V def2-TZVPD RIJCOSX def2/J DEFGRID3
* xyz -1 5
Cr -0.3816 -0.7658 -1.9278
Cl -7.1920 0.2821 -2.0553
C -5.5553 -0.1671 -2.4618
C -5.3210 -1.0424 -3.4820
C -4.0152 -1.4311 -3.8361
I -3.7239 -2.7475 -5.4071
C -2.9028 -0.9580 -3.1544
O -1.6740 -1.2502 -3.4157
C -3.1812 -0.0322 -2.0800
N -2.0799 0.4296 -1.4283
C -2.2026 1.3145 -0.4698
C -3.4597 1.7978 -0.0635
C -4.5847 1.3198 -0.6769
C -4.4747 0.3801 -1.7260
H -6.1576 -1.4458 -4.0364
H -1.2832 1.6612 -0.0178
H -3.5180 2.5316 0.7279
H -5.5681 1.6517 -0.3717
C 1.2286 0.2012 -1.0436
C 2.0548 -0.5599 -0.0755
C 1.9398 -0.3115 1.2939
C 2.6641 -1.0262 2.2342
C 3.5428 -2.0210 1.8271
C 3.6858 -2.2711 0.4678
C 2.9595 -1.5519 -0.4683
H 1.8304 0.5315 -1.8998
H 0.8394 1.1034 -0.5569
H 1.2454 0.4569 1.6172
H 2.5424 -0.8093 3.2907
H 4.1109 -2.5877 2.5546
H 4.3699 -3.0402 0.1286
H 3.0867 -1.7639 -1.5215
C 1.7972 7.7413 2.2177
C 0.8646 6.5787 1.9380
N 1.5726 5.5389 1.1817
C 0.8606 4.3816 0.8620
S 0.4832 4.0071 -0.7106
N 0.5502 3.5901 1.9015
C 1.0054 3.7255 3.2765
C 1.2634 2.3616 3.8916
H 1.2730 8.5342 2.7514
H 2.1823 8.1651 1.2884
H 2.6481 7.4196 2.8181
H -0.0165 6.9164 1.3785
H 0.5059 6.1578 2.8760
H 1.9232 5.9186 0.3108
H 0.0382 2.7541 1.6628
H 0.2616 4.2682 3.8699
H 1.9180 4.3220 3.2618
H 0.3719 1.7320 3.8488
H 1.5418 2.4702 4.9397
H 2.0692 1.8461 3.3707
N 3.8642 -4.9105 -6.4185
C 3.2403 -4.2626 -5.6831
C 2.4875 -3.4807 -4.7962
C 1.7612 -4.0471 -3.7008
C 1.0500 -3.2467 -2.8640
N 0.9882 -1.8851 -2.9845
C 1.6585 -1.3403 -4.0451
C 2.3924 -2.0615 -4.9331
H 1.7720 -5.1153 -3.5321
H 0.5020 -3.6626 -2.0275
H 1.5890 -0.2621 -4.1506
H 2.8981 -1.5526 -5.7426
C -0.9642 -2.3293 3.1814
C -1.0634 -3.2530 1.9597
C -2.4306 -3.9465 1.9476
C 0.0537 -4.3038 2.0297
C -0.8923 -2.4597 0.7333
C -0.7009 -1.8400 -0.2924
H -1.0945 -2.9051 4.1022
H -1.7361 -1.5583 3.1421
H 0.0102 -1.8402 3.2048
H -2.5380 -4.5860 2.8281
H -2.5399 -4.5604 1.0533
H -3.2359 -3.2103 1.9513
H -0.0664 -4.9228 2.9233
H 1.0290 -3.8161 2.0617
H 0.0271 -4.9487 1.1508
*
```


# 6
Density functional theory data (ωB97M-V/def2-TZVPD) for 10 unconnected molecules or ions with the total composition C3H28N3O9 at a distorted geometry.

Its energy is -26458.2798 eV. The value obtained for the frontier orbital gap is 10.8 eV. As for the HOMO energy: -13.29 eV.

Geometry as ORCA input:
```
! wB97M-V def2-TZVPD RIJCOSX def2/J DEFGRID3
* xyz 1 1
C -2.1138 0.9404 -0.5036
C -0.6369 1.3094 -0.5022
N 0.0789 0.1136 -0.9970
C 0.6526 -0.7658 -0.1991
N 1.4397 -1.6752 -0.7409
N 0.1242 -0.9333 1.0286
H -2.5386 1.0734 -1.4909
H -2.7197 1.5015 0.1979
H -2.2797 -0.1280 -0.3750
H -0.2572 2.0478 -1.1934
H -0.3402 1.6288 0.4719
H 0.3885 0.0334 -1.9850
H 1.4086 -1.6730 -1.7537
H 1.9420 -2.4454 -0.3570
H 0.6662 -1.5295 1.6588
H -0.1214 -0.1035 1.5276
H -3.6272 -2.2772 1.3610
H -2.2437 -1.8641 0.7913
O -3.1596 -1.6193 0.9703
H -2.1600 0.0402 4.0920
H -3.1106 0.5253 3.0561
O -2.5107 0.8535 3.7692
H 0.3229 -1.8967 -3.8545
H -1.0612 -1.5874 -3.7891
O -0.4001 -1.9594 -3.1999
H 2.3897 -0.7815 -3.4938
H 1.5035 0.2509 -4.3536
O 1.5313 -0.4895 -3.6738
H 3.0976 1.2489 1.1750
H 1.7182 1.6687 1.4931
O 2.2796 0.8628 1.4854
H -0.8413 -2.8606 -1.3865
H -1.2888 -4.2145 -0.6948
O -1.3600 -3.2445 -0.6397
H 4.4139 0.3365 -1.3059
H 2.9894 0.6668 -1.4184
O 3.6431 0.1181 -1.8452
H 1.9869 3.8216 1.9177
H 0.6762 3.3416 2.1606
O 1.2975 3.3543 1.4121
H -1.2987 1.8646 3.4419
H -0.1615 2.3901 4.3252
O -0.3195 2.0560 3.4170
*
```


# 7
Density functional theory data (ωB97M-V/def2-TZVPD) for C10H18O3 in the gas phase at a distorted geometry.

Its energy is -16798.7444 eV. The value obtained for the frontier orbital gap (alpha / beta) is 8.0 / 6.7 eV. The value obtained for the energy above the lowest of the compared OMol25 structures with the same formula, charge and spin is 5.3165 eV. As for the HOMO energy (alpha / beta): -7.42 / -6.52 eV.

Geometry as ORCA input:
```
! wB97M-V def2-TZVPD RIJCOSX def2/J DEFGRID3
* xyz 0 1
C -0.9989 0.2952 0.9977
C -1.7339 -0.5914 0.0359
C -0.1992 1.4206 0.4358
C -0.9918 -1.8354 -0.5179
C 0.6155 1.1243 -0.7379
C 1.2724 1.5250 0.5787
C 0.2728 -1.5573 -1.3149
C -1.9311 -2.6213 -1.5362
C 2.1141 0.5054 1.2776
C 1.9424 2.9001 0.5498
O 0.7181 1.7063 -1.8982
O 1.5196 -1.9946 -0.8838
O 0.1590 -1.2416 -2.6582
H -1.7331 0.7280 1.7573
H -0.3000 -0.4980 1.4529
H -2.6455 -1.0382 0.7125
H -2.2260 -0.0551 -0.7499
H -0.7697 2.3571 0.4877
H -0.7067 -2.6871 0.1959
H -2.6823 -3.1631 -0.9924
H -1.2227 -3.2597 -2.0079
H -2.3048 -1.9097 -2.3089
H 2.1004 0.8387 2.3492
H 3.0954 0.5361 0.9408
H 1.7537 -0.5959 1.2273
H 2.1478 3.1274 1.6119
H 1.3059 3.6915 0.1764
H 2.8550 2.9020 -0.0711
H 1.4013 2.3908 -2.0161
H 2.0583 -1.3032 -1.3915
H 0.2964 -0.2699 -2.8399
*
```


# 8
Density functional theory data (ωB97M-V/def2-TZVPD) for C4H9NO in the gas phase.

Its energy is -7830.5856 eV. The value obtained for the frontier orbital gap is 9.9 eV. The value obtained for the energy above the lowest of the compared OMol25 structures with the same formula, charge and spin is 1.7344 eV. As for the HOMO energy: -8.94 eV.

Geometry as ORCA input:
```
! wB97M-V def2-TZVPD RIJCOSX def2/J DEFGRID3
* xyz 0 1
C 1.2408 1.0491 -0.5380
N 0.1136 0.3942 0.0965
C 0.4149 -0.0411 1.4473
C -0.4669 -0.6857 -0.6853
C -1.9751 -0.6127 -0.5438
O -2.6832 -1.5202 -0.1817
H 2.1141 0.3842 -0.6757
H 1.5559 1.9024 0.0730
H 0.9409 1.4357 -1.5181
H 0.6859 0.8197 2.0668
H -0.4665 -0.5162 1.8910
H 1.2463 -0.7710 1.4793
H -0.1168 -1.6863 -0.3850
H -0.2190 -0.5445 -1.7446
H -2.3850 0.3923 -0.7814
*
```


# 9
Density functional theory data (ωB97M-V/def2-TZVPD) for 9 unconnected molecules or ions with the total composition C6H26O8 at a distorted geometry.

Its energy is -23022.5480 eV. The value obtained for the frontier orbital gap is 8.8 eV. The value obtained for the energy above the lowest of the compared OMol25 structures with the same formula, charge and spin is 1.8482 eV. As for the HOMO energy: -9.11 eV.

Geometry as ORCA input:
```
! wB97M-V def2-TZVPD RIJCOSX def2/J DEFGRID3
* xyz 0 1
C 2.6559 -0.9643 0.4850
C 1.3758 -1.1136 0.7910
C 0.7453 -0.5248 2.0280
C 0.3726 -1.5734 -0.2099
C 0.3422 -2.6707 -0.9244
C -0.7158 -2.9877 -1.9565
H 3.3656 -0.5311 1.1778
H 3.1746 -1.3220 -0.4012
H 0.3725 0.4988 1.8351
H -0.1848 -1.0163 2.2984
H 1.4947 -0.3361 2.7967
H -0.4021 -0.8173 -0.2773
H 1.0909 -3.4494 -0.8180
H -0.9248 -2.0793 -2.5192
H -1.6896 -3.1980 -1.5052
H -0.3590 -3.7207 -2.6622
O 1.6602 2.4496 -0.8949
H 2.2940 2.1776 -1.5644
H 1.5933 3.4075 -0.8332
O -1.4692 2.1798 -0.4936
H -2.0542 1.9333 -1.2251
H -0.6417 2.6550 -0.5553
O -2.2255 2.6074 2.2353
H -3.1610 2.6890 2.0228
H -1.7330 2.5358 1.3949
O -2.5730 -2.9223 2.4782
H -1.6707 -3.2457 2.4337
H -2.5612 -2.0046 2.1746
O -2.1240 1.4052 -3.0985
H -1.6269 2.0315 -3.6377
H -1.7755 0.5455 -3.3680
O 3.1953 1.9688 1.8168
H 2.8019 1.8744 0.9403
H 2.4667 1.7659 2.4113
O 2.4973 -0.1106 -3.1162
H 1.7800 0.4747 -2.8733
H 2.5452 -0.9080 -2.5859
O -2.5523 -0.1649 1.3955
H -2.8331 0.5906 1.9372
H -1.9160 0.2696 0.8129
*
```


# 10
Density functional theory data (ωB97M-V/def2-TZVPD) for C5H7Cl2N in the gas phase at a distorted geometry.

Its energy is -31828.7099 eV. The value obtained for the frontier orbital gap is 9.3 eV. The value obtained for the energy above the lowest of the compared OMol25 structures with the same formula, charge and spin is 4.0423 eV. As for the HOMO energy: -8.65 eV.

Geometry as ORCA input:
```
! wB97M-V def2-TZVPD RIJCOSX def2/J DEFGRID3
* xyz 0 1
Cl 2.1542 1.6964 0.2070
C 1.3028 0.0911 0.0676
Cl 2.3180 -1.3322 -0.1923
C 0.3477 0.2635 -1.2914
C -0.8720 0.6934 -0.5793
N -2.1200 0.2759 -0.0231
C -0.9756 -0.4094 0.5359
C 0.2716 -0.3055 1.3448
H 0.9545 0.9241 -1.9824
H 0.3571 -0.7487 -1.5980
H -0.6379 1.6176 -0.0766
H -2.9348 -0.4745 -0.3443
H -0.9977 -1.4636 0.0661
H 0.5345 -1.3136 1.7849
H 0.2977 0.4855 2.0810
*
```


# 11
Density functional theory data (ωB97M-V/def2-TZVPD) for 2 unconnected molecules or ions with the total composition C4HF5O2S at a distorted geometry.

Its energy is -32678.0520 eV. The value obtained for the frontier orbital gap is 6.8 eV. As for the HOMO energy: -8.67 eV.

Geometry as ORCA input:
```
! wB97M-V def2-TZVPD RIJCOSX def2/J DEFGRID3
* xyz 0 1
C -0.6069 0.4182 -0.8214
C -0.3011 -1.0377 -0.8403
C -0.8762 1.2501 0.1709
C -0.6798 -2.0345 -0.0135
O 2.6959 0.2081 1.1426
O 1.1834 2.1703 0.6300
F -0.5371 0.9401 -2.0189
F 0.4363 -1.4239 -1.8094
F -1.1511 0.6564 1.3907
F -0.2391 -3.2788 -0.1958
F -1.2062 -1.7920 1.1702
S 2.5179 1.6549 1.0700
H -1.2359 2.2689 0.1248
*
```


# 12
Density functional theory data (ωB97M-V/def2-TZVPD) for a molecular structure, C10H22AlIO4P2 at a distorted geometry.

Its energy is -52176.3708 eV. The value obtained for the frontier orbital gap (alpha / beta) is 5.2 / 4.5 eV. The value obtained for the energy above the lowest of the compared OMol25 structures with the same formula, charge and spin is 2.8882 eV. As for the HOMO energy (alpha / beta): -15.78 / -15.72 eV.

Geometry as ORCA input:
```
! wB97M-V def2-TZVPD RIJCOSX def2/J DEFGRID3
* xyz 2 1
C 2.5203 -1.3382 0.1752
C 1.3295 -1.4864 1.0437
H 2.9522 -2.3214 -0.0419
H 3.2734 -0.7209 0.6841
H 2.2519 -0.8523 -0.7783
O 0.6742 -2.5157 1.2583
I -2.7562 1.2460 0.1250
Al -0.8607 -0.1506 0.9488
P -1.1310 -1.3504 -1.3594
C -1.6667 -3.0367 -0.9079
C -2.3968 -0.9397 -2.6189
H -2.4126 -1.7362 -3.3776
H -0.0443 -1.9689 -3.4250
H -2.1485 0.0164 -3.0936
H 0.9033 -0.7532 -2.5170
H -2.4860 -2.9567 -0.1843
H -3.3771 -0.8583 -2.1371
C 0.3136 -1.6752 -2.4277
H -1.9984 -3.5642 -1.8119
H 0.9301 -2.4750 -2.0028
H -0.8289 -3.5584 -0.4316
P 0.6996 1.9872 0.5271
C 2.4606 2.2981 0.8663
C 0.4250 2.8337 -1.0656
H -1.0038 3.5270 1.3256
H 0.6485 3.9563 1.9069
H -0.2618 2.6034 2.6687
C -0.0630 3.1373 1.7308
H -0.5865 2.6243 -1.4350
H 0.5388 3.9112 -0.8969
H 2.6121 3.3810 0.9767
H 3.0778 1.9147 0.0449
H 1.1654 2.4783 -1.7968
H 2.7433 1.7933 1.7988
C 0.9750 -0.2592 1.8912
O 1.4502 0.0095 2.9721
O -1.4464 0.3309 2.8887
C -2.0071 -0.8132 2.8834
O -1.8550 -1.5714 1.8574
H -2.6138 -1.1463 3.7353
*
```


> Which formula does entry 5 have?

C33H36ClCrIN5OS


> Among the records above, which one has the lowest energy?

C33H36ClCrIN5OS